No. 1
Here is C6H5NO2S2 in the gas phase from the OMol25 dataset. Energies are from ωB97M-V/def2-TZVPD.

```
16
Properties=species:S:1:pos:R:3:forces:R:3
C -1.3486 -0.6385 -0.2557 1.5058 0.5088 0.1460
C -1.4747 0.6346 0.2755 -2.6192 0.2400 1.1723
C -0.0688 -1.2276 -0.3559 -1.5196 0.7934 -0.4711
C -0.3348 1.3067 0.6939 -2.1950 2.7175 -0.8754
C 1.0426 -0.5058 0.0398 0.1731 -1.3568 -0.0203
C 0.9020 0.8218 0.4696 2.0842 -1.4405 0.4797
N 3.4220 -0.5272 0.9684 -2.3898 0.5198 0.3652
O 2.9837 -1.5132 -1.3924 0.5664 -0.4653 -1.6967
O 2.7224 2.3888 -0.5127 0.0519 0.3304 -0.2358
S 2.6035 -1.4915 -0.0079 -0.5551 1.4663 1.1532
S 2.3615 1.7997 0.7839 0.3811 -0.7605 0.1545
H -2.0948 -1.2477 -0.6836 -1.3439 -0.1190 -0.0714
H -2.5072 1.1780 0.5370 2.3295 -1.5412 -1.0451
H -0.1541 -2.1769 -0.8953 1.1484 0.0590 0.6091
H -0.5800 2.3810 0.8889 0.9715 -0.9470 0.4468
H 4.3740 -0.7421 1.1207 1.4106 -0.0047 -0.1109
```
Forces are in eV/Å.

## Properties
Kohn-Sham gap (spin up / spin down) (eV): 6.589 / 8.008
Highest occupied orbital energy (spin up / spin down) (eV): -8.6 / -9.1
Relative energy (zero: lowest compared OMol25 entry of this formula, charge and spin) (kJ/mol): 462.4
Total charge: 0


No. 2
Here is a molecular structure, C28H35AsNO7RuS4 from the OMol25 dataset. Energies are from ωB97M-V/def2-TZVPD.

```
77
Properties=species:S:1:pos:R:3:forces:R:3
Ru -0.1705 0.2252 0.0885 0.2847 -0.6532 0.0528
C -1.0001 2.3792 3.1387 -0.0120 0.0248 0.0160
C -2.1047 3.1183 2.3590 0.0257 -0.0023 0.0039
S -2.6267 2.4696 0.7483 -0.0985 0.1083 0.0694
C -4.2308 1.7224 1.1955 0.0569 -0.0998 -0.0299
C -4.4455 0.2789 0.7144 -0.0021 0.0771 -0.0157
S -3.0351 -0.8462 0.7318 -0.0353 0.0424 0.0258
C -2.8094 -1.2241 2.4812 -0.0261 -0.0302 -0.0110
C -2.3605 -0.0791 3.3779 0.0089 0.0315 0.0427
S -0.7542 0.6088 2.8920 -0.1300 0.0537 -0.0419
H -1.1509 2.5538 4.2054 0.0046 -0.0259 0.0085
H -0.0309 2.7894 2.8704 0.0181 -0.0180 0.0005
H -1.7423 4.1275 2.1658 0.0058 -0.0074 -0.0162
H -3.0023 3.2170 2.9678 -0.0187 -0.0070 -0.0073
H -5.0261 2.3372 0.7716 0.0240 0.0105 -0.0252
H -4.3439 1.7800 2.2754 0.0308 0.0107 -0.0072
H -4.7498 0.2837 -0.3334 0.0214 -0.0148 -0.0139
H -5.2757 -0.1657 1.2678 0.0244 -0.0238 0.0104
H -2.0620 -2.0212 2.4867 0.0141 0.0137 -0.0186
H -3.7350 -1.6499 2.8745 -0.0051 0.0040 -0.0168
H -2.2846 -0.4524 4.4006 0.0370 0.0108 0.0052
H -3.0940 0.7234 3.3825 0.0271 0.0021 -0.0102
O 4.3607 -0.1638 -1.5821 -0.0201 0.0389 0.1023
As 2.7948 0.6490 -1.8009 0.2559 -0.1015 0.0146
O 2.4269 0.6181 -3.3849 -0.0457 0.0055 -0.1910
O 1.8046 -0.1748 -0.7245 -0.1544 0.1110 0.0511
C 3.3398 2.4115 -1.1803 0.0666 -0.1015 -0.0394
C 4.6624 2.7586 -1.4241 0.1307 0.0253 -0.0116
C 5.1313 4.0337 -1.1309 -0.0869 0.0276 0.0302
C 4.2777 4.9853 -0.5937 0.0071 -0.1165 -0.0391
C 2.9537 4.6517 -0.3435 0.0795 0.1148 0.0509
C 2.5017 3.3763 -0.6329 -0.1994 0.0178 0.0315
S 0.8169 2.9992 -0.2482 -0.1190 0.0128 -0.1381
O 0.1278 4.2296 0.0355 0.0485 0.0341 0.0377
O 0.2930 2.2123 -1.3740 -0.0239 0.1151 0.1197
O 0.8811 2.0904 0.9326 -0.0467 -0.0830 0.0522
H 4.4752 -0.7829 -2.3123 -0.0431 0.0520 -0.0741
H 5.3344 2.0228 -1.8443 -0.0367 0.0031 0.0016
H 6.1659 4.2789 -1.3329 -0.0024 0.0114 0.0077
H 4.6343 5.9824 -0.3717 0.0042 -0.0011 -0.0033
H 2.2611 5.3720 0.0703 0.0056 -0.0127 -0.0125
C -1.4613 -0.7177 -4.1873 -0.0045 0.0086 -0.0073
C -2.6913 0.0863 -3.7091 -0.0008 -0.0070 -0.0103
C -2.2166 0.7357 -2.4158 0.0440 -0.0195 -0.0072
O -1.2449 -0.1915 -1.9022 -0.0221 0.0446 -0.0327
C -0.4429 -0.5495 -3.0633 0.0670 0.0265 0.0219
H -1.0546 -0.3335 -5.1212 -0.0088 -0.0019 -0.0051
H -1.7167 -1.7658 -4.3380 -0.0074 -0.0124 0.0152
H -3.5308 -0.5802 -3.5095 -0.0024 -0.0009 -0.0046
H -3.0193 0.8320 -4.4315 0.0121 0.0040 -0.0069
H -2.9938 0.8526 -1.6659 -0.0342 0.0073 0.0493
H -1.7285 1.6986 -2.5800 -0.0131 -0.0052 -0.0128
H 0.1081 -1.4505 -2.8074 0.0112 0.0136 -0.0275
H 0.2672 0.2538 -3.2610 -0.0246 -0.0383 -0.0022
C 2.4838 -2.8489 3.9754 0.0048 0.0165 0.0138
C 1.6456 -3.8010 3.4077 -0.0009 -0.0331 0.0103
C 0.9079 -3.4972 2.2782 0.0089 -0.0011 0.0091
C 0.9806 -2.2177 1.7100 0.0459 0.0377 0.0469
C 1.8329 -1.2653 2.2818 -0.0120 -0.0781 -0.0698
C 2.5788 -1.5878 3.4030 -0.0099 0.0022 -0.0038
N 0.1753 -1.8938 0.6137 -0.1436 0.4328 0.0629
C 0.1600 -2.8277 -0.4263 0.0039 -0.0636 -0.0888
C -1.0317 -3.1348 -1.0904 0.0037 -0.0023 0.0506
C -1.0237 -4.0125 -2.1621 -0.0140 -0.0147 0.0059
C 0.1672 -4.5722 -2.6034 0.0042 -0.0070 -0.0237
C 1.3573 -4.2610 -1.9545 0.0060 -0.0075 -0.0020
C 1.3596 -3.4072 -0.8676 -0.0400 0.0233 0.0197
H 3.0665 -3.0931 4.8541 -0.0001 0.0009 -0.0085
H 1.5704 -4.7883 3.8461 -0.0010 0.0093 -0.0037
H 0.2555 -4.2378 1.8312 0.0040 0.0147 0.0022
H 1.9472 -0.3016 1.8021 0.0157 0.0007 -0.0008
H 3.2477 -0.8485 3.8245 -0.0032 -0.0054 -0.0010
H -1.9565 -2.6864 -0.7553 0.0412 -0.0189 -0.0159
H -1.9548 -4.2568 -2.6589 0.0100 0.0070 0.0057
H 0.1718 -5.2433 -3.4526 -0.0022 0.0022 0.0092
H 2.2909 -4.6818 -2.3056 -0.0041 0.0057 0.0051
H 2.2848 -3.1315 -0.3786 -0.0094 -0.0014 -0.0047
```
Forces are in eV/Å.

## Properties
Multiplicity: 6
Kohn-Sham gap (spin up / spin down) (eV): 7.912 / 5.930
Highest occupied orbital energy (spin up / spin down) (eV): -7.8 / -7.5
Relative energy (zero: lowest compared OMol25 entry of this formula, charge and spin) (kJ/mol): 0.0
Total charge: 0